{"formula": "C34H45IrN2OP2Si2", "method": "ωB97M-V with the def2-TZVPD basis set", "elements": ["Ir", "C", "Si", "C", "C", "N", "P", "C", "P", "N", "Si", "C", "C", "C", "C", "C", "C", "C", "C", "C", "C", "C", "C", "C", "C", "C", "C", "C", "C", "C", "C", "C", "C", "C", "C", "C", "C", "C", "H", "H", "H", "H", "H", "H", "H", "H", "H", "H", "H", "H", "H", "H", "H", "H", "H", "H", "H", "H", "H", "H", "H", "H", "H", "H", "H", "H", "H", "H", "H", "H", "H", "H", "H", "H", "H", "H", "C", "C", "C", "O", "H", "H", "H", "H", "H", "H", "H"], "xyz": [[-0.1365, 0.1639, 1.5498], [-2.8243, 3.6600, -0.4896], [-1.2348, 3.0976, 0.3251], [-1.3046, 3.4675, 2.1576], [0.1862, 4.0555, -0.4273], [-0.9804, 1.4084, 0.0724], [-1.7409, 0.1626, -0.6207], [-0.7656, -1.1184, -0.0237], [0.8501, -1.1499, -0.5951], [1.4491, 0.1426, 0.1926], [3.0247, 0.4522, 0.8618], [3.0140, 2.1440, 1.6569], [3.5214, -0.8051, 2.1565], [4.2896, 0.4414, -0.5211], [1.6606, -2.6729, -0.0373], [1.1748, -3.2919, 1.1136], [1.8658, -4.3550, 1.6726], [3.0388, -4.8114, 1.0845], [3.5185, -4.2084, -0.0695], [2.8315, -3.1400, -0.6285], [1.1717, -1.0930, -2.3686], [0.8177, -2.1699, -3.1810], [1.0187, -2.0990, -4.5498], [1.5891, -0.9617, -5.1088], [1.9390, 0.1116, -4.3038], [1.7149, 0.0535, -2.9356], [-1.9569, 0.3038, -2.4063], [-1.3012, 1.3052, -3.1118], [-1.4273, 1.3779, -4.4920], [-2.1932, 0.4405, -5.1680], [-2.8399, -0.5714, -4.4683], [-2.7276, -0.6372, -3.0895], [-3.4352, -0.0377, 0.0042], [-4.5129, 0.6229, -0.5797], [-5.7770, 0.5386, -0.0139], [-5.9693, -0.2046, 1.1417], [-4.8998, -0.8701, 1.7262], [-3.6371, -0.7911, 1.1599], [-2.9054, 4.7492, -0.4537], [-3.6966, 3.2386, 0.0138], [-2.8636, 3.3595, -1.5408], [-1.5724, 4.5121, 2.3369], [-0.3339, 3.2883, 2.6273], [-2.0448, 2.8354, 2.6540], [0.1248, 5.1182, -0.1781], [0.1953, 3.9697, -1.5169], [1.1360, 3.6719, -0.0526], [2.2049, 2.2556, 2.3827], [2.9094, 2.9322, 0.9097], [3.9592, 2.3062, 2.1825], [2.7125, -0.9203, 2.8810], [4.4130, -0.4696, 2.6928], [3.7287, -1.7881, 1.7289], [4.0751, 1.2278, -1.2472], [4.3103, -0.5121, -1.0537], [5.2937, 0.6181, -0.1274], [0.2555, -2.9296, 1.5588], [1.4894, -4.8295, 2.5699], [3.5772, -5.6419, 1.5231], [4.4272, -4.5690, -0.5342], [3.2098, -2.6688, -1.5284], [0.3883, -3.0616, -2.7382], [0.7376, -2.9320, -5.1813], [1.7545, -0.9122, -6.1777], [2.3737, 1.0002, -4.7439], [1.9421, 0.8973, -2.2974], [-0.6867, 2.0165, -2.5717], [-0.9204, 2.1614, -5.0410], [-2.2864, 0.4962, -6.2452], [-3.4349, -1.3036, -4.9987], [-3.2397, -1.4163, -2.5368], [-4.3654, 1.2043, -1.4820], [-6.6108, 1.0524, -0.4750], [-6.9554, -0.2702, 1.5839], [-5.0511, -1.4575, 2.6227], [-2.8014, -1.3244, 1.5976], [0.8122, 0.8115, 4.8041], [-0.0525, -0.4271, 4.6210], [0.6432, -1.6910, 5.1027], [-0.4282, -0.6029, 3.2732], [1.0678, 0.9709, 5.8532], [0.2821, 1.6930, 4.4371], [1.7394, 0.7002, 4.2345], [-0.9807, -0.2974, 5.1912], [1.5576, -1.8556, 4.5291], [-0.0072, -2.5548, 4.9649], [0.9052, -1.6125, 6.1596]], "mulliken_charge": [2.7578, -1.0308, -0.0505, -1.0875, -0.6500, -0.2495, 1.5487, -1.6747, 1.1463, -0.1950, -0.1627, -1.0619, -0.2931, -1.1235, 0.4871, -0.7032, -0.6887, -0.6039, -0.6504, -0.6217, 0.2959, -0.5497, -0.8357, -0.5453, -0.9669, -0.3628, 0.2673, -0.0154, -0.6348, -0.5585, -0.7996, -0.6855, 0.5440, -0.4475, -0.7405, -0.5473, -0.7775, -0.9067, 0.4534, 0.2708, 0.2751, 0.4635, 0.1555, 0.3128, 0.4219, 0.3027, -0.0930, 0.2131, 0.2952, 0.4292, -0.4535, 0.4729, 0.2897, 0.2892, 0.2712, 0.4259, 0.4246, 0.4551, 0.3780, 0.4008, 0.3356, 0.5145, 0.4280, 0.3897, 0.4468, 0.6245, 0.1842, 0.4353, 0.3971, 0.4334, 0.5152, 0.5327, 0.4152, 0.3944, 0.4471, 0.4137, -1.0800, 0.5442, -1.2442, -0.3651, 0.5142, 0.1565, 0.0441, 0.3090, 0.2000, 0.3154, 0.4179], "total_energy_ev": -78190.39502, "e_above_lowest_ev": 0.049, "orbital_gap_ev": 7.338}